# 1
Molecular formula: C4H10NO
Method: DFT, ωB97M-V/def2-TZVPD

XYZ file:
```
16
Properties=species:S:1:pos:R:3:forces:R:3
C 1.000377 0.349433 0.082965 -3.1 0.9 1.3
N 0.223719 1.578980 -0.292881 -1.1 -2.7 3.1
C -1.293390 1.677919 0.007902 0.9 0.0 0.2
O -1.727781 2.838025 -0.335294 -1.0 2.4 -1.2
C 0.160538 -0.901160 0.562615 -1.4 2.4 -0.3
C 0.490588 -2.103200 -0.289180 -1.0 0.8 -0.1
H 1.513992 0.660651 0.920020 1.9 0.5 2.1
H 1.699681 0.066300 -0.627131 1.2 -0.5 -1.6
H 0.506571 1.994073 -1.107675 0.2 1.0 -2.5
H -1.440870 1.585939 1.131368 0.6 -1.0 -0.2
H -1.874794 0.856504 -0.503442 0.4 -0.3 0.2
H 0.122846 -1.044691 1.702905 0.4 0.2 -1.7
H -0.856908 -0.545830 0.241363 0.7 -0.8 0.8
H 0.711019 -2.888513 0.379436 0.9 -1.5 0.1
H 1.200152 -1.759317 -1.047707 0.1 -1.0 0.0
H -0.435741 -2.365113 -0.825266 0.4 -0.4 -0.3
```
Positions in Å, forces in eV/Å.

## Properties
E, eV: -7841.3066
Total charge: -2
E_LUMO (spin up / spin down), eV: 7.2 / 7.1
2S+1: 2
Energy relative to the best compared isomer or geometry (same formula, charge and spin), kJ/mol: 161.13


# 2
Molecular formula: C4H10NO
Method: DFT, ωB97M-V/def2-TZVPD

XYZ file:
```
16
Properties=species:S:1:pos:R:3:forces:R:3
C -2.528224 -0.354716 0.038351 2.1 4.5 -1.2
C -0.941364 -0.606464 0.545986 -0.7 -1.0 -2.1
C 0.738443 1.370096 -0.602564 0.6 0.7 4.2
C 2.640814 -0.695019 0.124752 -1.3 4.7 -1.8
N 0.466395 0.153862 0.135202 -3.0 -0.2 0.8
O 1.385260 -0.766434 0.337913 1.8 0.0 -0.1
H -3.068597 0.400478 0.651487 0.7 -0.8 0.4
H -2.767471 0.161648 -0.984952 1.2 -1.6 1.4
H -1.064107 -0.748738 1.629726 0.9 0.6 -0.3
H -0.637619 -1.568980 0.067451 -0.7 0.6 0.7
H -0.199285 1.812746 -0.681982 -1.6 0.6 -1.1
H 1.278241 2.151284 0.009045 -0.2 -0.9 0.1
H 1.364861 1.276960 -1.401968 1.0 -0.8 -2.9
H 3.124393 -1.546634 0.374399 1.5 -2.6 0.8
H -2.984096 -1.285709 0.105953 -0.6 -1.7 0.1
H 3.192356 0.245622 -0.348805 -1.5 -2.1 1.2
```
Positions in Å, forces in eV/Å.

## Properties
E, eV: -7834.9936
Total charge: +1
E_LUMO (spin up / spin down), eV: -5.4 / -5.4
Energy relative to the best compared isomer or geometry (same formula, charge and spin), kJ/mol: 610.12


# 3
Molecular formula: C4H10NO
Method: DFT, ωB97M-V/def2-TZVPD

XYZ file:
```
16
Properties=species:S:1:pos:R:3:forces:R:3
O -0.471681 0.766900 1.873242 -0.3 -0.6 -0.6
C -0.310711 1.041080 0.710452 0.8 1.3 1.4
C -0.600776 0.137206 -0.389129 0.4 -0.9 -2.5
C -0.069160 0.506045 -1.727564 -1.7 0.0 1.7
C -1.013081 0.126179 -2.900836 0.8 -0.3 0.2
N 1.573762 -1.324366 3.957794 0.5 0.3 0.1
H 0.195436 1.971814 0.412797 -0.1 0.1 0.0
H -1.203736 -0.759647 -0.253623 0.0 0.0 0.2
H 0.022486 1.585669 -1.586928 0.6 0.2 -0.6
H 0.935545 0.083958 -1.888905 0.1 0.0 0.2
H -0.696735 0.762034 -3.725366 -0.3 0.1 -0.1
H -2.050237 0.284696 -2.630199 -0.1 0.1 -0.2
H -0.835472 -0.900990 -3.208542 -0.2 -0.1 0.1
H 2.416737 -1.470310 3.421269 -0.3 -0.1 0.1
H 0.931881 -0.661850 3.566100 -0.1 -0.1 0.0
H 1.175743 -2.148419 4.369437 -0.1 0.0 -0.2
```
Positions in Å, forces in eV/Å.

## Properties
E, eV: -7836.7582
Total charge: +1
E_LUMO, eV: -8.9
Energy relative to the best compared isomer or geometry (same formula, charge and spin), kJ/mol: 439.86


# 4
Molecular formula: C4H10NO
Method: DFT, ωB97M-V/def2-TZVPD

XYZ file:
```
16
Properties=species:S:1:pos:R:3:forces:R:3
O -0.725153 -0.138034 0.431876 0.6 -0.1 0.8
C 0.010595 -0.552811 1.317091 -3.2 0.0 -0.6
C 1.366024 -0.815148 0.964317 3.0 1.0 -1.3
C 1.913340 -0.561433 -0.382874 -0.5 -1.4 0.3
C 2.031741 0.903124 -0.830046 -1.4 2.9 2.4
N -3.723858 0.715225 -1.009965 1.2 -1.1 0.7
H -0.376207 -0.801735 2.317690 0.3 0.3 0.0
H 2.026597 -1.091067 1.786730 0.1 -0.4 -0.2
H 1.150350 -1.079190 -1.021303 0.3 0.4 0.0
H 2.871939 -1.036730 -0.494437 0.4 -0.4 0.1
H 2.047828 1.281368 -1.847442 0.2 -1.2 -0.3
H 1.177056 1.410151 -0.354947 -0.4 -0.2 -0.8
H 2.753786 1.477397 -0.229986 0.8 -0.9 -0.5
H -3.713284 1.611507 -0.567539 -0.6 0.4 -0.6
H -4.227513 0.457466 -1.834933 -0.4 0.7 0.0
H -3.738056 -0.012096 -0.314203 -0.2 0.0 -0.1
```
Positions in Å, forces in eV/Å.

## Properties
E, eV: -7836.3062
Total charge: +1
E_LUMO, eV: -8.9
Energy relative to the best compared isomer or geometry (same formula, charge and spin), kJ/mol: 483.47


# 5
Molecular formula: C4H10NO
Method: DFT, ωB97M-V/def2-TZVPD

XYZ file:
```
16
Properties=species:S:1:pos:R:3:forces:R:3
C -0.459847 0.631092 -0.677410 0.1 -0.9 5.2
C 0.502744 -0.208156 0.149360 -0.5 -2.6 1.1
C -1.350908 1.489389 0.196491 4.0 2.5 -1.1
C 1.814932 -0.849193 -0.279009 -2.5 0.3 -2.7
N -0.810238 -0.831819 -0.456795 0.2 0.8 0.0
O 0.339111 -0.216375 1.517225 -1.4 3.0 -1.4
H -0.072893 1.010992 -1.566268 0.0 -0.1 -1.9
H -1.732499 1.051330 1.020854 -0.7 -1.8 2.8
H -2.141495 1.866577 -0.284286 -3.1 1.1 -2.5
H -0.840415 2.459202 0.504017 -0.1 -1.4 -0.2
H 2.099043 -1.802771 0.108008 -0.6 -0.8 0.6
H 2.455184 -0.162046 0.159104 2.1 1.4 -0.2
H 1.751783 -0.962157 -1.409530 0.9 0.6 1.3
H -1.493375 -1.093608 0.268024 0.2 0.6 -0.6
H -0.770467 -1.445993 -1.220592 0.1 -1.1 -1.2
H 0.709342 -0.936464 1.970807 1.2 -1.7 0.6
```
Positions in Å, forces in eV/Å.

## Properties
SMILES: C[C@@H]1[NH2+][C@]1(C)O
E, eV: -7839.2737
Total charge: +1
E_LUMO, eV: -3.2
Energy relative to the best compared isomer or geometry (same formula, charge and spin), kJ/mol: 197.16


# 6
Molecular formula: C4H10NO
Method: DFT, ωB97M-V/def2-TZVPD

XYZ file:
```
16
Properties=species:S:1:pos:R:3:forces:R:3
C 0.970165 1.127212 2.064252 5.3 0.1 -6.9
C 0.320968 0.514565 0.882641 -5.0 3.7 6.0
C 0.909961 0.121027 -0.198906 3.0 -3.2 -5.3
N 0.172472 -0.636728 -1.089463 2.6 0.2 -2.7
C 0.595097 -1.115272 -2.253698 -2.3 -1.4 1.6
H 0.841380 2.187274 2.083312 -0.7 1.2 0.0
H 0.713184 0.722907 2.899852 -2.1 -2.4 5.5
H 2.138221 1.006004 1.906156 -2.2 0.2 0.6
H -0.848161 0.519070 0.821338 1.9 -0.4 0.4
H 1.952907 0.167743 -0.475174 0.4 0.5 0.2
H -0.768264 -0.795248 -0.900761 -3.3 -0.1 0.9
H -0.133528 -1.690380 -2.883654 0.5 0.9 0.5
H 1.612989 -1.237339 -2.432026 1.9 0.6 -0.7
H -2.890604 0.418186 -0.606738 1.6 -3.1 1.7
H -3.186450 -0.885494 0.306663 1.4 0.6 -0.7
O -2.400333 -0.423533 -0.123795 -3.1 2.6 -1.2
```
Positions in Å, forces in eV/Å.

## Properties
E, eV: -7824.8003
Total charge: +2
E_LUMO (spin up / spin down), eV: -11.2 / -14.0
2S+1: 2
Energy relative to the best compared isomer or geometry (same formula, charge and spin), kJ/mol: 225.81


# 7
Molecular formula: C4H10NO2
Method: DFT, ωB97M-V/def2-TZVPD

XYZ file:
```
17
Properties=species:S:1:pos:R:3:forces:R:3
C -0.773207 0.868563 -0.053389 1.6 1.1 1.5
C 0.066075 0.106513 -1.055258 -3.7 -0.9 -2.5
C -0.150660 0.595333 -2.578420 -3.9 -1.3 3.3
O -0.116047 -1.298489 -0.923154 -1.1 1.0 -4.1
N 0.081682 1.124965 1.189929 -0.3 -0.7 -0.2
C 0.705068 -0.126631 1.930173 -0.4 -1.0 -1.7
O 0.175063 -1.376265 1.614100 0.5 2.3 1.1
H -1.719454 0.365039 0.247110 0.5 0.2 -0.8
H -0.906736 1.899748 -0.473041 -0.5 -0.7 0.4
H 1.054982 0.242239 -0.975580 3.8 1.2 1.2
H 0.270584 1.536658 -2.682455 0.8 1.9 -0.2
H 0.362569 -0.119751 -3.141925 0.3 -1.1 -1.4
H -1.320781 0.684734 -2.719199 2.3 -0.4 -0.3
H 0.208093 -1.431369 -0.062103 0.5 -1.1 3.6
H -0.542546 1.569377 1.856896 0.0 -0.1 0.0
H 0.672529 0.250487 2.977796 -0.2 -0.5 0.1
H 1.793202 -0.136554 1.656790 -0.3 0.4 0.0
```
Positions in Å, forces in eV/Å.

## Properties
SMILES: C[C@H](O)CNC[O-]
E, eV: -9893.9952
Total charge: -1
E_LUMO, eV: 4.2
Energy relative to the best compared isomer or geometry (same formula, charge and spin), kJ/mol: 332.92